[1]
Density functional theory data (wB97M-V/def2-TZVPD) for C29H40BN15O6S2Tl as an isolated structure.

```
! wB97M-V def2-TZVPD RIJCOSX def2/J DEFGRID3
* xyz -1 1
Tl -0.37 0.41 0.36
C 3.20 -2.70 1.08
C 2.02 -2.00 1.38
N 1.65 -1.25 0.36
N 2.55 -1.45 -0.62
C 3.50 -2.31 -0.20
B 2.55 -0.70 -1.96
N 1.19 -0.82 -2.68
C 1.01 -0.91 -4.01
C -0.35 -0.92 -4.27
C -0.93 -0.81 -3.00
N 0.00 -0.75 -2.06
N 2.96 0.78 -1.79
C 4.18 1.28 -2.08
C 4.20 2.61 -1.72
C 2.92 2.83 -1.21
N 2.18 1.73 -1.25
H 3.72 -3.41 1.70
H 1.43 -2.00 2.28
H 4.30 -2.59 -0.86
H 3.39 -1.21 -2.67
H 1.86 -0.98 -4.67
H -0.83 -1.00 -5.23
H -1.98 -0.79 -2.72
H 4.93 0.65 -2.52
H 5.02 3.31 -1.83
H 2.51 3.74 -0.80
O -3.01 2.58 -0.54
S -2.66 3.89 -1.16
C -1.45 4.72 -0.07
C -0.07 4.29 -0.52
C -0.12 4.32 -2.05
C -1.37 3.53 -2.41
H -1.72 4.42 0.94
H -1.60 5.80 -0.19
H 0.14 3.27 -0.19
H 0.71 4.93 -0.11
H 0.76 3.89 -2.52
H -0.22 5.36 -2.39
H -1.20 2.45 -2.27
H -1.76 3.71 -3.41
C -0.36 -4.63 -4.55
C -0.26 -4.91 -3.08
C 0.61 -4.18 -2.27
C 0.69 -4.42 -0.91
C -0.10 -5.42 -0.35
C -0.97 -6.16 -1.13
C -1.04 -5.90 -2.49
S -0.07 -5.65 1.40
O 1.26 -5.42 1.88
O -0.74 -6.89 1.68
N -1.00 -4.46 2.00
C -2.43 -4.48 1.65
C -3.07 -3.18 2.14
C -2.54 -1.96 1.36
O -3.31 -1.34 0.63
O -1.29 -1.72 1.51
H 0.39 -3.91 -4.87
H -1.34 -4.21 -4.80
H -0.24 -5.54 -5.13
H 1.21 -3.39 -2.71
H 1.37 -3.85 -0.29
H -1.57 -6.93 -0.67
H -1.72 -6.48 -3.11
H -0.61 -3.51 1.84
H -2.88 -5.34 2.13
H -2.58 -4.57 0.57
H -2.83 -3.06 3.20
H -4.15 -3.23 2.02
N -2.17 -1.41 5.71
N -2.27 -0.50 4.66
N -3.32 -0.46 3.88
C -2.98 0.53 3.06
N -1.79 1.04 3.37
N -1.35 0.37 4.41
H -2.71 -2.22 5.42
H -1.19 -1.69 5.74
H -3.57 0.82 2.20
C 5.49 2.83 1.61
N 4.10 3.00 1.97
C 3.64 4.18 2.42
C 2.34 4.36 2.76
C 1.48 3.22 2.58
N 1.91 2.07 2.12
C 3.23 1.87 1.84
O 3.71 0.82 1.49
N 0.16 3.35 2.85
H 6.11 3.47 2.24
H 5.65 3.07 0.55
H 5.76 1.79 1.76
H 4.37 4.98 2.51
H 1.98 5.30 3.14
H -0.13 4.14 3.40
H -0.42 2.52 2.90
*
```

HOMO energy = -5.225 eV
Energy relative to the best compared isomer or geometry (same formula, charge and spin) = 0.0 kcal per mole
Maximum force = 0.45 eV/Å

Atom charges from the natural (NBO) analysis, given in e for atoms 1 to 2:
1 Tl 0.73
2 C -0.35

[2]
Density functional theory data (wB97M-V/def2-TZVPD) for C29H40BrN3ORhSb as an isolated structure at a distorted geometry.

```
! wB97M-V def2-TZVPD RIJCOSX def2/J DEFGRID3
* xyz 0 1
Rh 0.54 0.24 0.17
Br -2.87 -2.80 -8.98
C -3.52 -1.62 -7.66
C -4.86 -1.32 -7.61
C -5.34 -0.44 -6.64
C -4.48 0.12 -5.69
C -3.12 -0.20 -5.76
C -2.64 -1.07 -6.73
N -5.09 0.98 -4.72
N -4.41 1.57 -3.80
C -3.68 0.86 -2.87
C -3.65 -0.53 -2.76
C -2.86 -1.19 -1.84
C -1.98 -0.49 -1.00
O -1.21 -1.06 -0.14
C -1.99 0.96 -1.11
N -1.11 1.62 -0.31
C -1.15 2.92 -0.25
C -2.07 3.68 -1.02
C -2.91 3.03 -1.87
C -2.88 1.62 -1.94
H -5.54 -1.77 -8.32
H -6.39 -0.19 -6.59
H -2.44 0.23 -5.04
H -1.59 -1.33 -6.77
H -4.28 -1.10 -3.44
H -2.88 -2.27 -1.75
H -0.45 3.41 0.42
H -2.08 4.76 -0.92
H -3.62 3.57 -2.49
C -0.14 1.84 4.89
C 0.39 0.44 4.55
C 1.92 0.40 4.56
Sb -0.30 -0.17 2.63
C -2.42 -0.30 2.85
C -3.10 1.04 2.57
C -2.82 -0.87 4.21
C 0.14 -2.29 2.72
C 1.39 -2.63 1.91
C 0.27 -2.83 4.15
H 0.24 2.16 5.86
H -1.23 1.88 4.92
H 0.20 2.58 4.14
H -0.02 -0.29 5.26
H 2.33 1.08 3.81
H 2.31 -0.60 4.34
H 2.30 0.70 5.54
H -2.68 -1.01 2.06
H -2.87 1.78 3.35
H -4.19 0.91 2.55
H -2.81 1.46 1.61
H -2.49 -0.24 5.03
H -2.43 -1.88 4.36
H -3.92 -0.94 4.27
H -0.73 -2.74 2.23
H 2.29 -2.21 2.37
H 1.33 -2.26 0.89
H 1.52 -3.72 1.86
H 1.14 -2.41 4.67
H 0.41 -3.92 4.13
H -0.61 -2.63 4.76
C 1.89 2.01 -2.31
C 2.80 1.88 -1.08
C 4.22 1.55 -1.52
C 2.80 3.22 -0.31
C 2.29 0.85 -0.10
H 2.24 2.83 -2.95
H 0.86 2.23 -2.01
H 1.90 1.08 -2.89
H 4.61 2.34 -2.17
H 4.25 0.60 -2.07
H 4.89 1.46 -0.65
H 3.20 4.01 -0.95
H 3.42 3.15 0.60
H 1.79 3.48 -0.01
H 3.08 0.58 0.62
*
```

HOMO energy (alpha / beta) = -6.803 / -6.770 eV
Energy relative to the best compared isomer or geometry (same formula, charge and spin) = 68.7 kcal per mole
Maximum force = 3.05 eV/Å

Atom charges from the Mulliken analysis, given in e for atoms 1 to 2:
1 Rh -0.05
2 Br -0.20

Record order is preserved below.
Electronic energy: -3395.7529; -4293.1590 a.u.